Formula: C23H47B3O23
Source: OMol25
Level of theory: ωB97M-V with the def2-TZVPD basis set

Results
Structure (SMILES) = CB1OBOB(CCOC(C)=O)O1.COC(=O)OC.COC(=O)OC.COC(=O)OC.COC(=O)OC.COC(=O)OC.COC(=O)OC
Spin multiplicity = 1
Energy = -2709.98845 Eh
Frontier orbital gap = 10.9 eV

Bonds (Å) are listed after each position.
CARTESIAN COORDINATES (ANGSTROEM)
1 C -0.4456 8.0895 1.4175  B2 1.555, H14 1.090, H15 1.088, H16 1.092
2 B -0.1894 8.2707 -0.1050  C1 1.555, O3 1.392, O13 1.389
3 O 0.0236 7.1845 -0.9499  B2 1.392, B4 1.378
4 B -0.5119 7.2537 -2.2172  O3 1.378, O5 1.378, H17 1.188
5 O -1.0099 8.4493 -2.6864  B4 1.378, B6 1.391
6 B -1.1358 9.5064 -1.7909  O5 1.391, C7 1.559, O13 1.383
7 C -2.2979 10.5383 -1.9157  B6 1.559, C8 1.537, H18 1.088, H19 1.092
8 C -3.2967 10.3919 -0.7572  C7 1.537, O9 1.434, H20 1.094, H21 1.086
9 O -4.6374 10.3413 -1.2623  C8 1.434, C10 1.370
10 C -5.3116 9.1671 -1.0539  O9 1.370, C11 1.501, O12 1.192
11 C -5.6494 8.4333 -2.3188  C10 1.501, H22 1.086, H23 1.089, H24 1.086
12 O -5.6006 8.8013 0.0437  C10 1.192
13 O -0.2499 9.5098 -0.7291  B2 1.389, B6 1.383
14 H -1.0966 8.8863 1.7766  C1 1.090
15 H -0.9169 7.1326 1.6319  C1 1.088
16 H 0.4775 8.1554 1.9969  C1 1.092
17 H -0.5489 6.2847 -2.9033  B4 1.188
18 H -2.8220 10.3846 -2.8571  C7 1.088
19 H -1.8944 11.5526 -1.9379  C7 1.092
20 H -3.1229 9.4839 -0.1725  C8 1.094
21 H -3.2285 11.2282 -0.0672  C8 1.086
22 H -5.6810 7.3672 -2.1172  C11 1.086
23 H -6.6205 8.7670 -2.6830  C11 1.089
24 H -4.9183 8.6459 -3.0936  C11 1.086
25 C -3.6747 1.4615 -3.0202  O26 1.431, H31 1.086, H32 1.089, H33 1.088
26 O -2.3802 1.8988 -2.5941  C25 1.431, C27 1.336
27 C -2.3982 2.7809 -1.5914  O26 1.336, O28 1.203, O29 1.327
28 O -3.3860 3.2050 -1.0506  C27 1.203
29 O -1.1422 3.0928 -1.2966  C27 1.327, C30 1.433
30 C -0.9944 3.9965 -0.1947  O29 1.433, H34 1.088, H35 1.087, H36 1.085
31 H -3.4912 0.7574 -3.8262  C25 1.086
32 H -4.2019 0.9722 -2.2030  C25 1.089
33 H -4.2640 2.3016 -3.3818  C25 1.088
34 H -1.3902 3.5531 0.7171  C30 1.088
35 H -1.5006 4.9358 -0.4027  C30 1.087
36 H 0.0722 4.1669 -0.0948  C30 1.085
37 C -1.1946 -0.5426 -1.3011  O38 1.436, H43 1.086, H44 1.086, H45 1.088
38 O -0.9836 -1.6187 -0.3744  C37 1.436, C39 1.333
39 C -0.1823 -1.3158 0.6470  O38 1.333, O40 1.203, O41 1.331
40 O 0.3358 -0.2477 0.8428  C39 1.203
41 O -0.0572 -2.3990 1.4106  C39 1.331, C42 1.435
42 C 0.7684 -2.2159 2.5697  O41 1.435, H46 1.088, H47 1.089, H48 1.085
43 H -1.8605 -0.9368 -2.0625  C37 1.086
44 H -1.6534 0.3008 -0.7926  C37 1.086
45 H -0.2527 -0.2362 -1.7502  C37 1.088
46 H 0.3523 -1.4431 3.2123  C42 1.088
47 H 1.7841 -1.9516 2.2808  C42 1.089
48 H 0.7634 -3.1686 3.0894  C42 1.085
49 C 1.0709 -4.2743 -1.4950  O50 1.435, H55 1.086, H56 1.088, H57 1.087
50 O 1.1741 -4.6763 -2.8687  C49 1.435, C51 1.329
51 C 1.5241 -3.6956 -3.6953  O50 1.329, O52 1.204, O53 1.333
52 O 1.7546 -2.5555 -3.3842  C51 1.204
53 O 1.5793 -4.1912 -4.9318  C51 1.333, C54 1.433
54 C 1.9495 -3.2367 -5.9340  O53 1.433, H58 1.088, H59 1.088, H60 1.085
55 H 0.7867 -5.1621 -0.9377  C49 1.086
56 H 2.0301 -3.9092 -1.1345  C49 1.088
57 H 0.3095 -3.5080 -1.3719  C49 1.087
58 H 2.9397 -2.8346 -5.7302  C54 1.088
59 H 1.2277 -2.4234 -5.9710  C54 1.088
60 H 1.9494 -3.7859 -6.8700  C54 1.085
61 C 4.6347 -2.5260 -0.3027  O62 1.434, H67 1.086, H68 1.088, H69 1.088
62 O 4.3569 -2.9276 1.0455  C61 1.434, C63 1.331
63 C 5.4405 -3.2742 1.7364  O62 1.331, O64 1.202, O65 1.335
64 O 6.5708 -3.2694 1.3262  C63 1.202
65 O 5.0639 -3.6333 2.9655  C63 1.335, C66 1.431
66 C 6.1480 -4.0420 3.8057  O65 1.431, H70 1.088, H71 1.088, H72 1.086
67 H 3.6771 -2.2795 -0.7517  C61 1.086
68 H 5.2862 -1.6551 -0.3195  C61 1.088
69 H 5.1036 -3.3407 -0.8514  C61 1.088
70 H 6.8601 -3.2300 3.9400  C66 1.088
71 H 6.6604 -4.9067 3.3896  C66 1.088
72 H 5.6997 -4.3014 4.7597  C66 1.086
73 C -0.5672 -3.0683 8.7303  O74 1.433, H79 1.085, H80 1.088, H81 1.088
74 O 0.8638 -3.0992 8.6716  C73 1.433, C75 1.330
75 C 1.3603 -3.1272 7.4379  O74 1.330, O76 1.204, O77 1.332
76 O 0.7193 -3.1274 6.4189  C75 1.204
77 O 2.6894 -3.1535 7.5172  C75 1.332, C78 1.431
78 C 3.3485 -3.1734 6.2471  O77 1.431, H82 1.088, H83 1.088, H84 1.086
79 H -0.8119 -3.0482 9.7873  C73 1.085
80 H -0.9502 -2.1784 8.2353  C73 1.088
81 H -0.9876 -3.9549 8.2603  C73 1.088
82 H 3.1064 -2.2813 5.6727  C78 1.088
83 H 3.0692 -4.0606 5.6818  C78 1.088
84 H 4.4105 -3.1897 6.4725  C78 1.086
85 C 0.3923 -7.4620 -3.5990  O86 1.438, H91 1.085, H92 1.087, H93 1.088
86 O -0.5606 -8.5379 -3.6375  C85 1.438, C87 1.328
87 C -0.7080 -9.1733 -2.4809  O86 1.328, O88 1.205, O89 1.334
88 O -0.1295 -8.9227 -1.4545  C87 1.205
89 O -1.6092 -10.1434 -2.6427  C87 1.334, C90 1.431
90 C -1.8649 -10.9105 -1.4624  O89 1.431, H94 1.088, H95 1.088, H96 1.085
91 H 0.4006 -7.0355 -4.5964  C85 1.085
92 H 0.0865 -6.7144 -2.8722  C85 1.087
93 H 1.3779 -7.8474 -3.3466  C85 1.088
94 H -2.2519 -10.2748 -0.6685  C90 1.088
95 H -0.9565 -11.4028 -1.1210  C90 1.088
96 H -2.6076 -11.6473 -1.7519  C90 1.085